[1]
The following is a quantum chemistry calculation of C24H37N4O5RhS2Si2 as an isolated structure, from the OMol25 dataset.

## Properties
2S+1: 1
charge: -2
lowest unoccupied orbital energy: 0.16114 Ha

```
75
Properties=species:S:1:pos:R:3:forces:R:3:lowdin_charge:R:1
Rh 0.55843 -0.61296 1.44431 -0.1 0.1 0.1 0.9504
C -1.72192 -4.36233 3.15805 0.0 0.0 0.0 -0.1747
Si -0.81260 -3.66993 1.65570 0.0 0.0 0.0 0.4071
C -1.46298 -4.53812 0.09073 0.0 0.0 0.0 -0.1826
C 0.93303 -4.33030 1.76447 0.0 0.0 0.0 -0.1880
N -0.98906 -1.95391 1.54562 0.0 0.0 0.0 -0.1428
C -2.13165 -1.39674 1.01382 0.0 0.0 0.0 -0.3225
C -3.36748 -2.04630 0.88303 0.0 0.0 0.0 -0.0907
C -4.43160 -1.48537 0.17301 0.0 0.0 0.0 -0.1532
C -4.29170 -0.23887 -0.40861 0.0 0.0 0.0 -0.1547
C -3.10079 0.46588 -0.21440 0.0 0.0 0.0 -0.0956
C -2.05602 -0.04607 0.54892 0.0 0.0 0.0 -0.3296
N -0.90819 0.66598 0.87015 0.0 0.0 0.0 -0.1723
Si -0.94676 2.31269 1.36134 0.0 0.0 0.0 0.3779
C -0.08031 2.66458 2.98801 0.0 0.0 0.0 -0.2007
C -0.24164 3.50476 0.06813 0.0 0.0 0.0 -0.1819
C -2.71737 2.92324 1.66443 0.0 0.0 0.0 -0.1889
H -1.62634 -5.45194 3.21564 0.0 0.0 0.0 0.0150
H -2.78379 -4.10696 3.16979 0.0 0.0 0.0 0.0072
H -1.25290 -3.92415 4.04312 0.0 0.0 0.0 0.0203
H -1.38975 -5.62218 0.23199 0.0 0.0 0.0 0.0140
H -0.81038 -4.27045 -0.74654 0.0 0.0 0.0 0.0207
H -2.48688 -4.29534 -0.19119 0.0 0.0 0.0 0.0038
H 0.87150 -5.41450 1.60752 0.0 0.0 0.0 0.0210
H 1.38702 -4.12495 2.73144 0.0 0.0 0.0 0.0093
H 1.57648 -3.89862 0.99681 0.0 0.0 0.0 0.0259
H -3.49489 -3.02358 1.33015 0.0 0.0 0.0 0.0680
H -5.35859 -2.04110 0.07228 0.0 0.0 0.0 0.0746
H -5.09078 0.19388 -1.00086 0.0 0.0 0.0 0.0735
H -2.97316 1.44297 -0.66771 0.0 0.0 0.0 0.0904
H 0.95948 2.34642 3.01458 0.0 0.0 0.0 -0.0142
H -0.59047 2.12890 3.79157 0.0 0.0 0.0 0.0288
H -0.13226 3.74062 3.19348 0.0 0.0 0.0 0.0190
H 0.84574 3.43097 -0.00257 0.0 0.0 0.0 -0.0046
H -0.49645 4.53778 0.33071 0.0 0.0 0.0 0.0172
H -0.65827 3.28649 -0.91948 0.0 0.0 0.0 0.0195
H -3.30625 2.16428 2.18417 0.0 0.0 0.0 0.0320
H -3.25396 3.19331 0.75340 0.0 0.0 0.0 0.0110
H -2.66209 3.81293 2.30101 0.0 0.0 0.0 0.0150
C 5.41451 2.17305 0.11052 0.0 0.0 0.0 -0.0903
C 4.10383 2.89767 -0.16988 0.0 0.0 0.0 -0.2806
N 3.22601 2.15320 -1.05460 0.0 0.0 0.0 -0.1503
C 3.34667 2.43686 -2.47668 0.0 0.0 0.0 -0.2318
C 2.38538 3.52378 -2.94013 0.0 0.0 0.0 -0.0865
C 2.30104 1.25880 -0.59358 0.0 0.0 0.0 -0.6775
S 2.31609 0.91992 1.07446 0.0 0.0 0.0 0.8251
N 1.48645 0.80867 -1.56024 0.0 0.0 0.0 0.1089
C 0.71984 -0.27271 -1.46287 0.0 0.0 0.0 -0.4232
O 0.62684 -1.12187 -0.54899 0.0 0.0 -0.1 -0.1008
C -0.14725 -0.53358 -2.66485 0.0 0.0 0.0 -0.1153
C 0.06737 0.10952 -3.87999 0.0 0.0 0.0 -0.0366
C -0.77195 -0.13230 -4.95739 0.0 0.0 0.0 -0.1074
C -1.84167 -1.00927 -4.82083 0.0 0.0 0.0 -0.1136
C -2.06541 -1.64346 -3.60652 0.0 0.0 0.0 -0.0744
C -1.21928 -1.41126 -2.53199 0.0 0.0 0.0 -0.0017
H 6.05635 2.77711 0.75594 0.0 0.0 0.0 0.0676
H 5.95382 1.97056 -0.81847 0.0 0.0 0.0 0.0637
H 5.21183 1.22760 0.61227 0.0 0.0 0.0 0.0585
H 4.29775 3.86459 -0.64499 0.0 0.0 0.0 0.1096
H 3.57674 3.08957 0.76432 0.0 0.0 0.0 0.0785
H 3.16954 1.51955 -3.03432 0.0 0.0 0.0 0.1029
H 4.38260 2.74105 -2.65594 0.0 0.0 0.0 0.1073
H 1.36057 3.19474 -2.77296 0.0 0.0 0.0 0.0573
H 2.52544 3.73698 -4.00346 0.0 0.0 0.0 0.0638
H 2.54313 4.44865 -2.38047 0.0 0.0 0.0 0.0666
H 0.89398 0.80334 -3.95924 0.0 0.0 0.0 0.0919
H -0.59771 0.36926 -5.90265 0.0 0.0 0.0 0.0871
H -2.50586 -1.18908 -5.65881 0.0 0.0 0.0 0.0871
H -2.91072 -2.30870 -3.48202 0.0 0.0 0.0 0.0999
H -1.39578 -1.88281 -1.57387 0.0 0.0 0.0 0.1056
O 1.06216 -2.41233 4.60024 0.0 0.0 0.0 -0.3574
S 1.62908 -1.32205 3.82585 0.0 0.0 0.0 0.2801
O 2.73775 -0.65584 4.48279 0.0 0.0 0.0 -0.3621
O 2.01755 -1.79275 2.42844 0.0 0.0 0.0 -0.5025
O 0.53893 -0.29746 3.45492 0.0 0.0 0.0 -0.4742
```
Positions in Å, forces in eV/Å.

[2]
The following is a quantum chemistry calculation of C28H23Cl5IN5O4STi as an isolated structure, from the OMol25 dataset.

## Properties
2S+1: 3
⟨S²⟩: 2.04
charge: -2
lowest unoccupied orbital energy (alpha / beta): 0.13539 / 0.13506 Ha

```
68
Properties=species:S:1:pos:R:3:forces:R:3:mulliken_spin:R:1
Ti -0.39136 1.95303 -0.25531 -0.7 -1.4 0.3 0.0421
N -1.96552 -0.29662 -0.34698 -0.1 0.4 -0.5 -0.0281
C -2.08316 -0.63326 -1.76383 0.0 0.1 0.0 0.0310
C -1.52824 0.42802 -2.71199 -0.3 -0.4 0.0 -0.0053
O -1.77895 0.29659 -3.91358 0.1 0.1 0.1 -0.0004
N -0.80296 1.41609 -2.17048 0.3 0.4 -0.3 -0.0056
C -0.41081 2.44868 -3.12709 -0.2 0.0 0.0 -0.0028
C -0.09354 3.74475 -2.39103 0.0 0.2 -0.9 0.0014
O 0.22490 4.74926 -2.99994 0.0 -0.1 0.2 0.0010
O -0.20190 3.66189 -1.09805 0.0 0.3 -0.2 0.0023
H -1.68860 -1.10247 0.19871 0.1 0.1 0.2 0.0082
H -2.86120 0.00289 0.01567 0.0 0.0 0.1 0.0055
H -3.11636 -0.80711 -2.07340 0.0 0.0 0.0 0.0040
H -1.53722 -1.55266 -1.97875 0.0 0.0 0.0 -0.0169
H -1.21105 2.63396 -3.84689 0.0 0.0 0.0 0.0002
H 0.46242 2.16164 -3.71708 0.0 0.0 0.0 0.0011
Cl 2.54390 1.84804 -1.86352 0.0 -0.1 -0.2 -0.0028
C 2.67467 2.73641 -0.38248 -0.4 0.0 0.4 0.0001
C 1.54633 2.83333 0.45137 0.9 0.7 0.1 -0.0054
C 1.72646 3.75471 1.49763 0.1 -0.5 -0.4 0.0066
Cl 0.39495 4.18082 2.51175 -0.4 0.0 0.2 -0.0002
C 2.91981 4.42691 1.75640 0.0 -0.1 0.0 0.0008
Cl 3.04358 5.53050 3.07966 0.1 0.1 0.1 0.0000
C 4.02229 4.21227 0.94407 0.0 0.0 0.1 0.0006
Cl 5.52237 4.99980 1.27391 0.1 0.0 0.0 0.0001
C 3.88798 3.37292 -0.15083 0.1 0.0 0.0 0.0001
Cl 5.22887 3.14611 -1.21653 0.1 0.0 0.0 0.0001
N 3.16643 -7.69804 -3.95698 0.0 0.0 0.0 0.1479
C 2.91427 -6.70587 -3.40146 0.0 -0.2 -0.1 -0.0090
C 2.60937 -5.51531 -2.73277 0.0 0.1 0.1 0.2420
C 1.62881 -4.60544 -3.23740 0.0 0.0 0.0 0.0200
C 1.31053 -3.46116 -2.56559 -0.1 0.1 0.0 0.0354
C 1.94102 -3.14030 -1.33349 0.1 -0.3 -0.2 0.2588
C 2.93416 -4.02327 -0.83675 0.0 0.1 0.1 0.0349
C 3.25951 -5.16611 -1.50806 0.0 0.0 0.0 0.0378
N 1.59721 -1.97858 -0.62587 -0.1 0.4 0.1 -0.0392
C 1.79895 -1.73735 0.72007 0.0 0.1 0.0 0.0500
C 1.30372 -0.49012 0.97194 0.2 -0.1 0.1 -0.0261
N 0.79384 0.04421 -0.17212 0.1 -0.1 0.0 0.0301
C 0.99692 -0.86887 -1.11813 0.1 0.0 0.0 0.1065
H 1.13187 -4.84368 -4.16966 0.0 0.1 0.0 0.0069
H 0.55611 -2.80088 -2.97813 0.0 0.0 0.0 0.0498
H 3.46627 -3.77226 0.07318 0.0 0.0 0.0 0.0316
H 4.03136 -5.82162 -1.12337 0.0 0.0 0.0 0.0154
H 2.24467 -2.46097 1.37671 0.0 0.0 0.0 0.0093
H 1.29779 0.05110 1.90118 -0.1 0.0 0.0 -0.0002
H 0.76907 -0.73082 -2.15907 0.0 0.0 0.0 -0.0141
C -0.46088 1.14905 4.09914 -0.1 0.2 -0.5 0.0729
S -1.67285 1.52344 2.76247 -0.7 -1.2 1.1 0.1780
O -0.67822 1.41613 1.57127 0.7 0.2 0.3 0.0124
C -2.62536 0.09259 2.81120 0.3 0.9 0.0 0.0936
C -2.05702 -1.21791 2.73837 0.2 -0.2 0.0 0.2758
C -2.88211 -2.31814 2.67548 -0.1 0.1 0.0 -0.1340
C -4.27674 -2.18452 2.67421 0.0 -0.2 0.0 0.3577
C -4.84187 -0.88865 2.72510 0.1 0.1 0.0 -0.0817
C -4.04260 0.22276 2.78703 -0.3 0.0 -0.1 0.1227
H -0.01829 0.17484 3.90563 0.0 0.0 0.0 -0.0094
H -1.00800 1.14485 5.03888 0.0 0.0 0.0 -0.0076
H 0.30795 1.91852 4.10177 0.0 0.0 0.0 0.0036
H -0.98118 -1.34128 2.69285 0.0 0.0 0.0 0.0366
H -2.44543 -3.30927 2.61621 0.0 0.0 0.0 -0.0112
H -4.91002 -3.06043 2.61468 0.0 0.0 0.0 0.0453
H -5.92008 -0.77557 2.71563 0.0 0.0 0.0 -0.0023
H -4.47530 1.21807 2.81346 0.0 0.0 0.0 0.0157
I -2.78509 4.48176 0.82841 -0.2 0.1 -0.1 0.0019
C -2.47007 2.59257 -0.17088 -0.2 0.3 0.1 -0.0126
H -2.84113 2.79104 -1.17533 0.1 0.0 0.0 0.0012
H -3.19530 1.94896 0.32873 0.1 -0.1 0.1 0.0158
```
Positions in Å, forces in eV/Å.

[3]
The following is a quantum chemistry calculation of C19H21N3O5S in the gas phase, from the OMol25 dataset.

## Properties
structure (SMILES): CCN(C(=O)COC(=O)/C=C/c1cnc2ccccc2n1)[C@H]1CCS(=O)(=O)C1
2S+1: 1
lowest unoccupied orbital energy: -0.03183 Ha

```
49
Properties=species:S:1:pos:R:3:forces:R:3:nbo_charge:R:1
C -2.15180 -2.78339 2.37659 0.1 0.1 -0.2 -0.6088
H -1.39309 -3.12163 3.07719 0.1 0.0 0.1 0.2059
H -3.02045 -2.47270 2.95174 -0.1 0.0 0.1 0.2007
H -2.43672 -3.62119 1.74588 -0.1 -0.1 0.0 0.2177
C -1.63737 -1.64179 1.49770 -0.3 -0.3 0.1 -0.2519
N -1.20896 -0.49805 2.29060 0.3 0.0 0.0 -0.4528
C -2.05540 0.37603 2.89453 -0.3 0.0 0.0 0.6601
O -1.68847 1.15464 3.74992 -0.1 0.3 0.2 -0.6017
C -3.49128 0.43511 2.34370 0.0 0.3 0.4 -0.1722
O -3.39937 0.56418 0.93150 -0.3 0.0 -0.3 -0.5225
C -2.97826 1.76629 0.45173 0.0 0.4 0.3 0.7552
O -3.15707 2.81340 1.01262 0.0 -0.2 0.0 -0.5624
C -2.17551 1.53861 -0.75553 0.4 0.2 -0.3 -0.2968
C -1.34074 2.46630 -1.23862 -0.7 -0.2 0.4 -0.1289
C -0.28967 2.12743 -2.18234 0.5 -0.5 -0.4 0.1094
N 0.12771 0.87456 -2.18400 -0.3 0.3 0.2 -0.4069
C 1.15480 0.54951 -2.98554 0.4 0.4 -0.5 0.1920
C 1.65177 -0.77067 -2.99277 0.2 -0.1 -0.2 -0.2042
C 2.71875 -1.08039 -3.78774 -0.3 -0.1 0.2 -0.1911
C 3.32373 -0.10578 -4.60219 0.0 0.3 -0.1 -0.1914
C 2.86265 1.18161 -4.62038 0.1 -0.2 -0.1 -0.1873
C 1.76813 1.53858 -3.81142 -0.3 -0.4 0.4 0.0889
N 1.31087 2.80935 -3.81321 0.0 0.3 -0.1 -0.3519
C 0.31798 3.09701 -3.02145 0.0 -0.1 0.0 0.0261
H -0.03918 4.11851 -3.03605 -0.1 0.1 0.1 0.1980
H 3.31482 1.94467 -5.23458 0.0 0.1 -0.1 0.2267
H 4.16710 -0.38508 -5.21653 0.1 0.0 -0.1 0.2172
H 3.11290 -2.08521 -3.79044 0.0 -0.1 0.0 0.2196
H 1.18938 -1.50125 -2.34880 0.0 -0.1 0.1 0.2423
H -1.39395 3.48608 -0.88242 -0.1 0.1 0.1 0.2319
H -2.14375 0.52637 -1.13063 0.1 -0.1 0.0 0.2363
H -3.97749 1.30981 2.78574 0.1 -0.2 0.0 0.2384
H -4.07180 -0.46460 2.54555 0.1 0.0 0.0 0.2106
C 0.21544 -0.21304 2.37991 -0.1 0.1 0.4 -0.0454
C 0.75960 0.21878 1.01189 0.6 -0.5 0.0 -0.7024
H 1.26705 1.17715 1.04460 0.1 0.1 0.0 0.2542
H 0.01013 0.23359 0.22596 0.1 -0.1 -0.1 0.2858
S 2.02845 -1.00992 0.60239 0.4 0.6 0.2 2.1683
O 1.40689 -2.18326 0.04562 -0.4 -0.4 0.2 -0.9654
O 3.11655 -0.42936 -0.13287 0.2 0.2 0.1 -0.9334
C 2.43910 -1.33806 2.34330 -0.4 0.2 -0.7 -0.6488
C 1.04287 -1.40400 2.92039 -0.3 0.0 0.4 -0.4350
H 0.59856 -2.34032 2.58552 0.0 0.0 0.1 0.2249
H 1.04160 -1.38885 4.01036 0.0 -0.1 0.0 0.2356
H 2.99277 -2.26485 2.44165 0.1 -0.1 -0.2 0.2552
H 3.02349 -0.49745 2.70378 0.1 0.1 0.0 0.2365
H 0.29519 0.62159 3.08525 0.1 -0.2 -0.2 0.2619
H -2.42419 -1.34563 0.80388 0.2 0.0 0.0 0.2262
H -0.78373 -1.98269 0.90799 -0.1 0.1 0.0 0.2355
```
Positions in Å, forces in eV/Å.

For reference, calculated total energy by record: -82127.8272 -149715.4880 -45586.5178 eV.
For reference, ΔE to the lowest compared entry with this formula, charge and spin by record: 0.00 4.76 41.58 kcal/mol.
For reference, max |F| by record: 0.12 1.77 0.85 eV Å⁻¹.